No. 1
{"formula": "C24H22N2O3", "method": "ωB97M-V/def2-TZVPD", "e_tot_ev": -34367.5287, "fmax_ha_per_bohr": 0.0181, "e_above_lowest_kj_mol": 240.6, "gap_ev": 7.95, "symbols": ["C", "C", "C", "C", "C", "C", "C", "H", "H", "C", "O", "N", "C", "C", "C", "C", "C", "C", "C", "C", "C", "C", "H", "H", "H", "H", "H", "H", "H", "H", "C", "O", "N", "H", "C", "C", "C", "C", "C", "O", "H", "H", "H", "H", "H", "H", "H", "H", "H", "H", "H"], "positions_angstrom": [[3.500, 2.528, -3.370], [3.088, 1.212, -2.785], [3.929, 0.557, -1.891], [3.586, -0.675, -1.370], [2.369, -1.260, -1.702], [1.515, -0.604, -2.581], [1.881, 0.615, -3.122], [1.221, 1.101, -3.827], [0.577, -1.062, -2.859], [2.071, -2.649, -1.258], [2.839, -3.565, -1.466], [0.850, -2.900, -0.691], [-0.056, -2.111, 0.000], [0.141, -0.841, 0.419], [-0.678, -0.165, 1.390], [-0.641, 1.149, 1.673], [0.055, 2.188, 0.932], [0.573, 3.288, 1.621], [1.218, 4.306, 0.947], [1.328, 4.263, -0.434], [0.794, 3.193, -1.131], [0.173, 2.159, -0.458], [-0.259, 1.341, -1.014], [0.853, 3.169, -2.208], [1.815, 5.069, -0.963], [1.625, 5.142, 1.497], [0.478, 3.328, 2.697], [-1.183, 1.495, 2.545], [-1.293, -0.794, 2.022], [1.033, -0.318, 0.105], [-1.278, -2.919, 0.327], [-1.209, -4.120, 0.516], [-2.443, -2.238, 0.303], [-2.427, -1.240, 0.159], [-3.690, -2.827, 0.757], [-4.075, -2.279, 2.092], [-3.703, -2.635, 3.355], [-4.325, -1.707, 4.226], [-5.020, -0.855, 3.428], [-4.873, -1.188, 2.135], [-5.638, -0.007, 3.648], [-4.260, -1.684, 5.295], [-3.072, -3.457, 3.625], [-3.520, -3.904, 0.824], [-4.477, -2.614, 0.029], [0.642, -3.893, -0.572], [4.256, -1.196, -0.703], [4.871, 1.010, -1.620], [4.481, 2.443, -3.837], [3.570, 3.282, -2.586], [2.788, 2.867, -4.118]], "nbo_charge": [-0.637, 0.012, -0.218, -0.176, -0.092, -0.206, -0.219, 0.210, 0.220, 0.658, -0.571, -0.617, 0.109, -0.285, -0.226, -0.208, 0.005, -0.217, -0.206, -0.218, -0.197, -0.228, 0.218, 0.211, 0.213, 0.214, 0.211, 0.211, 0.217, 0.234, 0.644, -0.628, -0.587, 0.413, -0.278, 0.252, -0.298, -0.313, 0.086, -0.402, 0.204, 0.231, 0.235, 0.258, 0.220, 0.439, 0.226, 0.213, 0.225, 0.224, 0.213]}

=====

No. 2
{"formula": "C16H23N5SV", "method": "ωB97M-V/def2-TZVPD", "total_charge": 2, "e_tot_ev": -60925.1397, "fmax_ha_per_bohr": 0.0116, "e_above_lowest_kj_mol": 121.9, "spin_multiplicity": 2, "gap_ev": [8.17, 7.72], "symbols": ["V", "C", "N", "C", "C", "C", "N", "C", "C", "H", "H", "H", "H", "H", "H", "H", "H", "H", "H", "H", "H", "H", "H", "H", "H", "N", "C", "C", "C", "C", "C", "C", "N", "C", "C", "C", "S", "C", "N", "H", "H", "H", "H", "H", "H", "H"], "positions_angstrom": [[-0.063, 0.366, -0.853], [-2.019, -1.510, -2.190], [-0.690, -1.572, -1.545], [-0.757, -2.529, -0.414], [0.360, -1.984, -2.510], [1.749, -1.641, -1.990], [1.866, -0.214, -1.567], [1.837, 0.669, -2.757], [3.145, -0.014, -0.856], [-2.296, -2.484, -2.602], [-2.003, -0.780, -2.999], [-2.761, -1.214, -1.449], [-1.078, -3.508, -0.778], [-1.465, -2.166, 0.328], [0.219, -2.631, 0.056], [0.160, -1.482, -3.458], [0.296, -3.059, -2.703], [2.493, -1.851, -2.765], [2.006, -2.256, -1.127], [2.631, 0.401, -3.460], [1.986, 1.704, -2.449], [0.883, 0.583, -3.290], [3.986, -0.260, -1.510], [3.172, -0.653, 0.025], [3.225, 1.026, -0.545], [-1.382, 2.017, 2.695], [-0.661, 1.050, 3.395], [-0.466, 0.841, 4.756], [0.336, -0.228, 5.095], [0.924, -1.055, 4.124], [0.726, -0.840, 2.776], [-0.086, 0.235, 2.421], [-0.466, 0.706, 1.161], [-1.228, 1.767, 1.389], [-1.762, 2.533, 0.268], [-2.442, 3.706, 0.255], [-2.754, 4.171, -1.361], [-1.948, 2.799, -1.919], [-1.470, 2.011, -0.981], [-1.924, 2.763, 3.100], [-0.914, 1.473, 5.510], [0.522, -0.435, 6.140], [1.546, -1.878, 4.447], [1.183, -1.480, 2.033], [-2.772, 4.320, 1.077], [-1.846, 2.585, -2.973]], "nbo_charge": [1.337, -0.409, -0.524, -0.420, -0.250, -0.251, -0.520, -0.444, -0.413, 0.226, 0.210, 0.226, 0.227, 0.226, 0.215, 0.219, 0.240, 0.235, 0.225, 0.243, 0.228, 0.210, 0.220, 0.223, 0.223, -0.487, 0.175, -0.227, -0.168, -0.177, -0.208, 0.061, -0.601, 0.394, 0.033, -0.377, 0.632, -0.115, -0.559, 0.445, 0.246, 0.246, 0.242, 0.214, 0.276, 0.254]}